# C3H3N3O

C3H3N3O as an isolated structure (wB97M-V/def2-TZVPD, OMol25).

As for the total charge: 0. The value obtained for the total energy is -9671.397 eV. Its lowest unoccupied orbital energy is -1.18 eV. The gap between HOMO and LUMO comes out at 7.890 eV.

Positions of all 10 atoms, in Å:
1 O -1.10 -2.60 -1.28
2 N 0.22 1.05 0.70
3 N -0.28 -0.02 -1.23
4 N 0.09 -2.26 -0.54
5 C -0.07 1.13 -0.65
6 C 0.43 -0.27 0.96
7 C -0.07 -0.80 -0.29
8 H 0.77 -0.54 2.01
9 H 0.36 2.06 1.31
10 H -0.34 2.25 -0.99